1.
Computed, not measured: a structure of composition C30H58B2Br3FIN2O8S4 at a distorted geometry, with ωB97M-V/def2-TZVPD.

Calculated values
LUMO energy: -0.114 Eh
E: -11651.0892 Eh
Max |F|: 1.073 eV/Å
Orbital gap: 7.385 eV
Net charge: +1
HOMO level: -0.386 Ha

Structure (XYZ):
```
109
Properties=species:S:1:pos:R:3:forces:R:3:mulliken_charge:R:1
C 1.23980 7.43145 -1.63483 0.0 0.0 -0.1 -0.267
C 0.73234 6.39697 -1.96012 -0.1 0.2 0.1 -1.502
C 0.08867 5.15122 -2.34840 0.3 -0.1 0.0 -0.500
C -0.64649 4.42438 -1.19928 -0.6 0.3 0.9 -0.486
B -2.00991 5.29149 -0.84010 -0.1 -0.1 -0.2 1.062
C -2.46074 6.54297 -1.66336 -0.3 -0.2 -0.1 -0.979
O -2.68671 4.87941 0.24916 0.1 0.1 0.0 -0.635
N 0.16549 4.35584 0.09718 0.1 -0.1 -0.5 0.854
B 0.37604 5.38960 1.24151 -0.4 0.3 0.1 0.653
N -0.58253 5.32890 2.32923 0.5 0.1 0.1 -0.390
O 1.39447 6.26039 1.08075 0.5 -0.9 -0.2 -0.661
C 0.75804 3.22930 0.22888 -0.3 0.4 -0.1 -2.051
Br 1.80131 2.93576 1.73182 0.2 0.0 0.2 0.070
C 0.56004 2.23687 -0.89820 0.1 0.3 0.7 4.089
C 0.55813 0.77361 -0.34723 -0.1 0.0 -0.1 -3.143
C -0.00745 0.41646 1.04445 -0.1 -0.3 0.0 -0.384
C 0.94485 -0.51650 1.80630 -0.3 -0.1 -0.1 -0.494
C 0.26064 -1.50051 2.76178 0.2 0.3 0.2 -0.471
C -0.01449 -0.93197 4.15961 -0.4 -0.1 -0.2 -1.127
C -1.33622 -0.17227 4.32799 -0.1 0.0 0.2 -0.151
C -2.56839 -1.09716 4.42739 0.2 0.0 -0.4 -0.994
C -3.45777 -1.12946 3.17388 0.2 0.1 0.0 0.200
C -4.61485 -0.13605 3.23571 -0.2 -0.1 -0.4 -0.435
O -5.75093 -0.55779 2.49824 0.0 0.0 0.1 -0.460
C -5.62346 -0.34870 1.11547 0.1 -0.1 -0.1 -0.573
C 1.83079 2.41114 -1.79594 -0.2 -0.4 -0.6 -1.434
Br 2.95043 3.89882 -1.40521 0.3 0.1 0.1 0.022
C 2.21283 1.58820 -2.79303 -0.3 -0.1 0.3 0.444
C 1.56500 0.31829 -3.29057 0.3 0.2 0.0 -1.132
Br 3.75988 1.96829 -3.78614 0.3 0.1 -0.2 -0.127
C -0.79012 2.89938 -1.51531 0.5 -0.4 -0.6 1.643
C -0.90578 2.56854 -3.01298 0.0 0.2 -0.4 -2.745
C -2.00455 3.24542 -3.86784 0.0 -0.2 0.0 -1.066
C -2.93937 2.18641 -4.45307 0.0 0.1 0.3 -1.325
I -2.11825 1.41681 -6.25399 0.0 -0.1 -0.2 -0.022
S -2.33847 2.14199 -0.89779 0.5 0.2 -0.4 1.813
O -3.43279 2.89991 -1.39549 -0.1 -0.1 0.1 -0.713
O -2.28812 0.74262 -1.11902 -0.1 -0.1 0.2 -0.618
F -2.23714 2.39349 0.62991 0.0 -0.3 0.3 -0.300
H 1.69972 8.34750 -1.34992 0.0 0.0 0.0 0.457
H -0.65014 5.36351 -3.12014 -0.1 0.0 0.0 0.665
H 0.83188 4.51186 -2.81759 0.0 0.0 0.0 0.793
H -2.64692 6.28895 -2.70957 0.1 0.1 -0.1 0.253
H -1.71285 7.33542 -1.65072 0.1 0.0 -0.1 0.300
H -3.38975 6.95292 -1.26652 0.0 0.0 0.0 0.410
H -3.59675 5.19504 0.27222 0.1 0.2 0.2 0.250
H -0.10013 5.19688 3.21646 -0.1 -0.1 0.1 0.239
H -1.02537 6.24165 2.42452 -0.2 -0.1 0.0 0.211
H 1.98074 6.29885 1.84580 -0.2 0.6 0.1 0.318
H 1.59707 0.44869 -0.38126 0.1 0.1 0.1 1.419
H 0.03905 0.15896 -1.06878 -0.1 -0.1 -0.2 0.514
H -0.92974 -0.13801 0.89896 -0.2 0.1 -0.1 0.077
H -0.26790 1.27710 1.65108 -0.1 0.1 0.0 0.656
H 1.67061 0.07459 2.37154 0.2 0.0 -0.1 0.128
H 1.48250 -1.11472 1.07096 0.1 0.0 0.0 0.257
H -0.66241 -1.86695 2.30751 -0.1 -0.1 0.0 0.189
H 0.91246 -2.36893 2.84763 0.0 0.0 0.0 0.255
H 0.81386 -0.28196 4.45148 0.1 0.0 0.0 0.419
H -0.04583 -1.76132 4.86957 0.1 0.0 0.1 0.456
H -1.25901 0.40842 5.24947 0.0 0.1 0.0 0.419
H -1.49140 0.54347 3.51683 0.1 0.1 0.0 -0.099
H -3.17997 -0.79761 5.27850 0.0 -0.1 0.1 0.426
H -2.21009 -2.11075 4.60976 0.0 0.0 0.2 0.439
H -3.87172 -2.12656 3.02042 -0.1 0.0 0.1 0.399
H -2.83865 -0.91077 2.30148 0.0 -0.1 -0.1 -0.355
H -4.29880 0.83648 2.83639 0.0 0.2 0.3 0.198
H -4.96270 -0.01871 4.26045 0.0 0.0 0.1 0.360
H -5.50128 0.71593 0.88567 0.0 0.1 0.0 0.225
H -4.77471 -0.89277 0.68752 0.1 0.0 0.0 0.250
H -6.53145 -0.71370 0.64227 -0.1 0.0 0.0 0.314
H 0.64004 0.48805 -3.83135 -0.1 0.0 0.2 0.105
H 2.22323 -0.16655 -4.00176 0.1 0.0 -0.1 0.683
H 1.41010 -0.40268 -2.49886 -0.2 0.0 0.1 0.155
H -1.04679 1.49367 -3.09069 0.1 -0.1 0.0 1.523
H 0.05825 2.76112 -3.47131 0.0 0.0 0.1 0.598
H -1.51017 3.77345 -4.68054 -0.1 0.2 0.0 0.743
H -2.60870 3.96993 -3.32427 0.1 0.0 0.2 -0.322
H -3.94020 2.54991 -4.65572 0.0 0.1 -0.2 0.663
H -3.02107 1.34059 -3.77686 -0.1 -0.1 0.0 0.401
C 3.78769 -4.74028 1.79253 0.0 0.0 0.0 -1.159
S 3.26232 -3.76348 0.39261 0.0 0.0 0.0 0.501
O 1.86609 -3.30645 0.67091 0.0 -0.1 -0.1 -0.586
C 3.13271 -5.12948 -0.76118 0.0 -0.1 0.0 -1.012
H 3.88588 -4.07272 2.64655 0.0 0.0 0.0 0.366
H 3.04046 -5.50541 2.00086 0.0 0.0 0.0 0.340
H 4.74967 -5.20356 1.58029 0.0 0.0 0.0 0.523
H 2.42650 -5.86113 -0.36970 0.0 0.0 0.0 0.305
H 4.11676 -5.57693 -0.89718 0.0 0.0 0.0 0.416
H 2.77290 -4.73002 -1.70706 0.0 0.0 0.0 0.298
C 5.85998 -7.38016 5.13298 0.0 0.0 0.1 -0.923
S 6.73786 -7.54704 3.57704 0.1 0.0 0.0 0.430
O 5.86058 -6.95112 2.52972 0.0 0.0 0.0 -0.552
C 6.56009 -9.32596 3.43806 0.0 -0.1 0.0 -0.956
H 5.82024 -6.32035 5.37464 0.0 0.0 0.0 0.302
H 4.85118 -7.77707 5.02225 0.0 0.0 0.0 0.296
H 6.40301 -7.91400 5.91238 0.0 0.0 0.0 0.384
H 5.50155 -9.58406 3.44712 0.0 0.0 0.0 0.305
H 7.08408 -9.80590 4.26415 0.0 0.0 0.0 0.382
H 7.00922 -9.62651 2.49427 0.0 0.0 0.0 0.312
C -2.12802 -2.58452 -5.81976 0.1 0.0 0.1 -0.899
S -1.34459 -2.57290 -4.20283 -0.2 -0.2 0.0 0.562
O -0.24841 -1.56235 -4.25347 0.0 -0.1 -0.1 -0.528
C -0.57222 -4.18658 -4.33185 0.1 0.0 0.0 -0.945
H -2.59630 -1.60890 -5.91846 -0.1 0.0 -0.1 0.125
H -1.37852 -2.72044 -6.59918 0.0 0.0 0.0 0.304
H -2.87424 -3.37726 -5.85617 0.0 0.0 0.0 0.429
H 0.08758 -4.20150 -5.19894 0.0 0.0 0.0 0.316
H -1.34606 -4.94852 -4.41959 0.0 0.0 0.0 0.402
H 0.00278 -4.34986 -3.42298 0.0 0.0 0.0 0.206
```
Positions in Å, forces in eV/Å.



2.
Computed, not measured: a structure of composition C19H16ClIrN3O, with ωB97M-V/def2-TZVPD.

Calculated values
LUMO energy: -0.130 Eh
E: -1537.5068 Eh
Max |F|: 0.708 eV/Å
Orbital gap: 7.923 eV
Net charge: +1
HOMO level: -0.421 Ha

Structure (XYZ):
```
41
Properties=species:S:1:pos:R:3:forces:R:3:mulliken_charge:R:1
Ir 0.51483 -0.35679 -0.53616 0.5 0.3 -0.4 0.402
O -2.39105 -2.94035 -1.51115 0.0 0.0 0.0 -0.677
C -1.67841 -1.98587 -1.28937 0.0 0.1 0.1 0.047
N -0.43459 -2.01311 -0.75314 -0.1 -0.1 -0.2 -0.181
C 0.20760 -3.23437 -0.31768 0.0 0.0 0.0 -0.722
C 1.66009 -2.93972 -0.03749 0.0 0.0 0.0 0.536
C 2.57091 -3.95217 0.21322 0.0 0.0 0.0 -0.838
C 3.88931 -3.63441 0.48152 0.0 0.0 0.0 -0.233
C 4.27240 -2.30011 0.49625 0.0 0.0 0.0 -0.817
C 3.32383 -1.33671 0.23998 0.0 0.1 0.0 0.028
N 2.04417 -1.64114 -0.02733 -0.2 -0.1 0.2 -0.042
C -2.10916 -0.56311 -1.60755 0.0 -0.1 0.0 0.551
C -3.34018 -0.31426 -2.16756 0.0 0.1 0.0 -0.525
C -3.68483 0.99766 -2.46799 0.0 0.0 0.0 -0.297
C -2.77588 2.00659 -2.19980 0.0 0.0 0.0 -0.879
C -1.55621 1.68342 -1.62959 0.0 0.1 0.0 0.224
N -1.22735 0.42597 -1.33371 -0.2 -0.2 0.2 0.017
H 0.12109 -4.01253 -1.07969 0.0 0.0 0.0 0.526
H -0.26132 -3.62911 0.59084 0.0 0.0 0.0 0.295
H 2.23654 -4.98042 0.19243 0.0 0.0 0.0 0.448
H 4.61126 -4.41563 0.67647 0.0 0.0 0.0 0.434
H 5.29078 -2.00571 0.70284 0.0 0.0 0.0 0.412
H 3.57087 -0.28431 0.24747 0.0 0.0 0.0 0.420
H -3.99333 -1.15384 -2.36045 0.0 0.0 0.0 0.492
H -4.64646 1.22598 -2.90686 0.0 0.0 0.0 0.455
H -2.99699 3.04042 -2.42208 0.0 0.0 0.0 0.419
H -0.82643 2.44607 -1.39694 0.0 0.0 0.0 0.411
Cl 1.74891 1.77821 -0.41140 -0.1 0.0 0.1 -0.214
C 0.66880 2.54762 0.76864 0.0 -0.1 0.0 0.742
C 0.61283 3.92084 0.84956 0.0 0.0 0.0 -0.623
C -0.33756 4.47256 1.70106 0.0 0.0 0.0 -0.416
C -1.19228 3.64610 2.41528 0.0 0.0 0.0 -0.706
C -1.09601 2.26406 2.30845 0.0 0.0 0.1 -0.606
C -0.14157 1.67891 1.48452 0.1 0.1 -0.1 0.386
C 0.06790 0.19857 1.36947 0.1 0.0 0.1 -1.244
H 1.27405 4.54353 0.26263 0.0 0.0 0.0 0.455
H -0.41378 5.54726 1.79120 0.0 0.0 0.0 0.418
H -1.94098 4.08089 3.06340 0.0 0.0 0.0 0.408
H -1.76105 1.62809 2.87961 0.0 0.0 0.0 0.448
H -0.80342 -0.35024 1.72933 0.0 0.0 -0.1 0.524
H 0.92266 -0.08889 1.99177 0.0 0.0 0.0 0.524
```
Positions in Å, forces in eV/Å.



3.
Computed, not measured: a structure of composition C5H3N at a distorted geometry, with ωB97M-V/def2-TZVPD.

Calculated values
LUMO energy (alpha / beta): -0.018 / -0.018 Eh
E: -246.7950 Eh
Max |F|: 3.618 eV/Å
Relative energy (zero: lowest compared OMol25 entry of this formula, charge and spin): 490.94 kJ/mol
Orbital gap (alpha / beta): 8.629 / 8.627 eV
Net charge: 0
HOMO level (alpha / beta): -0.335 / -0.335 Ha

Structure (XYZ):
```
9
Properties=species:S:1:pos:R:3:forces:R:3:mulliken_charge:R:1
C 0.58751 -0.96155 0.11677 -0.2 -2.0 0.4 -0.124
C 1.65081 -1.65955 -0.33714 -0.1 0.7 0.0 -0.229
C 2.63389 -0.97866 0.17260 1.3 -2.3 0.2 -0.091
C 0.37625 0.47768 -0.09262 -2.7 0.6 2.0 -0.390
C 1.60117 1.10399 -0.10397 0.2 1.6 0.8 0.202
N 2.71814 0.91621 0.07546 3.3 1.5 -0.2 -0.302
H -0.04658 -1.46862 0.83812 -0.5 0.1 -0.1 0.333
H -0.03786 0.75069 -0.97701 -1.8 0.1 -3.0 0.281
H -0.32536 0.92463 0.64120 0.5 -0.4 -0.1 0.320
```
Positions in Å, forces in eV/Å.



4.
Computed, not measured: a structure of composition C31H51CeCl2N2OP at a distorted geometry, with ωB97M-V/def2-TZVPD.

Calculated values
Spin multiplicity: 2
LUMO energy (alpha / beta): 0.064 / 0.063 Eh
E: -3133.5395 Eh
Max |F|: 5.896 eV/Å
Orbital gap (alpha / beta): 3.218 / 3.227 eV
Net charge: -1
HOMO level (alpha / beta): -0.055 / -0.055 Ha

Structure (XYZ):
```
89
Properties=species:S:1:pos:R:3:forces:R:3:mulliken_charge:R:1
P 2.81168 -1.40486 -0.79372 -3.7 1.8 1.1 -0.082
C 3.91632 0.04082 -0.99577 0.5 -0.6 0.1 0.241
C 5.40715 -0.30869 -0.94147 0.1 0.6 -0.2 -0.522
C 6.22471 0.99085 -0.94297 -0.1 0.0 0.1 -0.887
C 5.85771 1.92403 -2.10879 0.0 -0.2 0.0 -0.745
C 4.35145 2.17728 -2.25265 0.0 -0.1 0.2 -0.831
C 3.53735 0.88097 -2.23261 0.1 0.0 0.2 -0.430
C 2.49719 -2.40972 -2.26493 0.8 -0.1 -0.1 0.317
C 3.78161 -2.99189 -2.84955 -0.4 -0.5 -0.6 -0.803
C 3.40311 -3.99622 -3.94805 0.0 0.0 0.0 -0.811
C 2.47681 -3.37912 -5.01248 0.1 0.0 0.1 -0.736
C 1.25402 -2.64957 -4.43898 0.1 -0.1 0.2 -0.774
C 1.62536 -1.67882 -3.31376 0.0 -0.2 0.1 -0.190
C 3.33223 -2.45226 0.62362 1.0 -0.1 -0.7 0.297
C 3.39911 -1.56924 1.88926 -0.2 -0.1 0.0 -0.411
C 3.68653 -2.36068 3.17699 0.1 0.0 -0.2 -1.042
C 2.74197 -3.55281 3.38674 0.0 0.2 -0.2 -0.632
C 2.62548 -4.42051 2.12603 0.1 0.1 -0.1 -1.023
C 2.33064 -3.60507 0.85597 0.0 0.3 0.0 -0.561
H 3.64992 0.64840 -0.10283 0.2 -0.2 -0.4 0.489
H 5.69076 -0.93505 -1.80176 -0.1 0.1 0.1 0.172
H 5.62510 -0.89400 -0.03509 0.0 0.1 -0.2 0.313
H 7.29640 0.75659 -0.95755 0.0 0.2 0.0 0.372
H 6.02093 1.51242 0.00211 0.1 0.0 -0.1 0.376
H 6.36812 2.88291 -1.97762 0.1 -0.1 -0.1 0.400
H 6.22746 1.47167 -3.03410 0.0 0.0 -0.1 0.306
H 4.00687 2.80432 -1.41856 0.0 0.0 -0.1 0.372
H 4.14584 2.72650 -3.18085 0.1 0.0 0.2 0.397
H 2.46082 1.11787 -2.20747 0.3 -0.2 0.0 -0.252
H 3.73811 0.31425 -3.15347 0.0 0.1 0.2 0.248
H 1.88129 -3.24025 -1.86175 0.2 0.3 -0.2 0.459
H 2.87495 -4.83111 -3.46652 0.1 0.0 -0.1 0.354
H 4.35880 -3.48753 -2.05440 0.0 0.0 -0.2 0.280
H 4.41815 -2.19453 -3.26375 -0.2 -0.1 0.1 0.214
H 4.31276 -4.39819 -4.41329 -0.2 -0.1 -0.1 0.384
H 2.13436 -4.16676 -5.69188 0.1 0.1 -0.1 0.397
H 3.06500 -2.67225 -5.60658 0.0 0.0 -0.1 0.300
H 0.72481 -2.10873 -5.23823 0.1 -0.2 0.2 0.385
H 0.55497 -3.38945 -4.02265 0.0 0.1 -0.1 0.374
H 0.71397 -1.29314 -2.83208 0.3 0.0 -0.1 -0.506
H 2.16116 -0.81678 -3.73130 -0.1 -0.2 0.1 0.283
H 4.32560 -2.78427 0.24561 -0.1 -0.5 1.2 0.553
H 4.13051 -0.75251 1.77711 -0.2 -0.3 0.0 0.351
H 2.41468 -1.08152 2.00413 0.3 -0.1 -0.2 -0.010
H 4.72286 -2.71964 3.16030 0.0 0.0 0.0 0.373
H 3.59966 -1.67038 4.02329 0.1 -0.1 0.0 0.380
H 1.74469 -3.17770 3.65563 0.1 0.0 -0.1 0.290
H 3.08926 -4.16013 4.23702 -0.1 0.1 -0.2 0.354
H 1.82065 -5.15044 2.25866 0.1 0.0 0.0 0.405
H 3.55128 -4.98841 1.98992 0.1 0.0 0.0 0.399
H 2.27978 -4.27608 -0.01684 0.1 0.2 0.3 0.318
H 1.32741 -3.15345 0.96634 0.3 -0.1 -0.2 0.048
Ce -1.04773 0.60237 0.29223 3.4 -0.5 -2.5 0.773
Cl -0.87404 -1.83888 -0.46116 -0.4 -1.7 -0.1 -0.519
Cl 1.15695 1.44792 1.30984 1.1 0.6 1.1 -0.577
C -0.52379 1.37253 -1.74436 -0.2 0.1 -0.6 -0.537
H 0.39605 1.97880 -1.63721 -0.3 0.2 0.0 -0.163
C -1.12921 1.40722 -3.04653 0.2 0.2 0.9 0.685
C -1.94756 0.31996 -3.48464 -0.3 0.3 -0.5 -0.117
C -2.69614 0.41559 -4.65341 0.3 0.8 -0.1 -0.812
C -2.62535 1.58390 -5.44230 0.0 0.0 0.1 -0.386
C -1.76114 2.63722 -5.06761 -0.1 -0.5 0.0 -0.443
C -1.01212 2.54189 -3.91104 0.0 -0.2 -0.2 -0.607
H -1.98151 -0.58711 -2.88294 0.1 0.1 0.0 0.266
H -3.33736 -0.40474 -4.97285 0.1 0.1 0.1 0.351
H -1.67151 3.52397 -5.70223 -0.1 -0.2 0.1 0.321
H -0.33325 3.35049 -3.60506 -0.4 -0.3 -0.1 0.307
H -3.22378 1.68018 -6.34386 0.0 -0.1 0.0 0.331
C -1.97756 1.69651 3.72266 0.8 0.2 -0.2 -0.919
N -3.35822 1.35253 3.47542 -0.1 0.1 0.7 0.182
C -4.32248 1.41218 4.56452 0.2 -0.1 0.0 -0.616
C -5.67828 1.61793 3.93966 -0.3 0.6 0.1 -0.751
C -5.97649 0.50224 2.97968 -0.2 -0.7 0.0 -0.662
N -4.89648 0.40097 2.02161 -0.4 -0.3 -0.4 0.319
C -5.15698 -0.25647 0.74554 0.0 -0.1 -0.3 -0.876
C -3.71560 0.96840 2.24945 2.1 0.4 -2.3 0.391
O -2.87179 1.12376 1.26978 -4.6 0.5 3.6 -0.742
H -1.29306 0.83378 3.66540 -0.3 0.2 0.0 0.257
H -1.89319 2.13757 4.71325 0.0 0.0 0.0 0.374
H -1.62445 2.42823 2.99006 0.0 -0.1 0.1 0.347
H -4.31868 0.49918 5.17564 0.1 0.0 -0.1 0.241
H -4.03592 2.24926 5.21276 -0.1 -0.2 -0.1 0.438
H -5.64344 2.54398 3.35263 -0.1 0.0 0.3 0.319
H -6.45329 1.70132 4.69993 0.0 0.0 0.0 0.372
H -6.89881 0.69370 2.41941 0.1 0.0 0.1 0.361
H -6.10843 -0.45421 3.51321 0.0 0.2 -0.1 0.309
H -5.44658 -1.31320 0.90567 0.0 0.6 0.0 0.319
H -5.94796 0.29397 0.21620 0.1 -0.3 0.0 0.327
H -4.25325 -0.25208 0.12223 -0.4 0.0 0.3 0.188
```
Positions in Å, forces in eV/Å.



Question: What is the formula in the first record?
Answer: C30H58B2Br3FIN2O8S4